Record 1
This record from the Open Molecules 2025 dataset describes a molecular structure, CCoF3MgNO3S3. The level of theory is ωB97M-V/def2-TZVPD.

Structure (XYZ):
```
13
Properties=species:S:1:pos:R:3:forces:R:3:mulliken_charge:R:1
Mg -0.68118 0.90224 1.74575 1.298 -1.059 -1.600 1.07
N 1.80800 -0.17092 0.01657 -0.112 0.849 -0.091 -0.50
F 2.10092 2.44887 -1.68840 0.280 0.363 0.101 -0.20
F 2.20723 0.68894 -2.93553 0.127 -0.134 -0.095 -0.22
S 2.34931 0.95940 1.21309 0.061 -0.164 -0.449 0.22
S 0.58363 0.38330 -0.92577 0.246 -0.302 0.359 0.76
O -1.06264 -1.34173 -1.44346 -1.805 -1.346 3.351 -0.39
Co 1.03670 -1.29064 1.57889 -1.005 -1.096 -0.580 0.55
F 0.45838 1.95623 -2.99767 -0.175 0.127 -0.173 -0.21
C 1.40580 1.45865 -2.21500 -0.157 -0.065 0.514 0.63
S -1.85242 -1.93067 0.38496 2.550 2.168 -2.407 -0.28
O -0.22975 1.44634 -0.15701 -0.209 -0.166 0.524 -0.61
O 1.22082 0.53108 2.36686 -1.098 0.825 0.546 -0.83
```
Positions in Å, forces in eV/Å.

Spin multiplicity: 4
⟨S²⟩: 3.81
Energy (hartree): -3395.4004
Orbital gap (alpha / beta) (eV): 5.879 / 5.701
E_LUMO (alpha / beta) (eV): -2.4 / -2.4
Relative energy (zero: lowest compared OMol25 entry of this formula, charge and spin) (kJ/mol): 265.7

Record 2
This record from the Open Molecules 2025 dataset describes a molecular structure, C43H116CdN7O19. The level of theory is ωB97M-V/def2-TZVPD.

Structure (XYZ):
```
186
Properties=species:S:1:pos:R:3:forces:R:3:mulliken_charge:R:1
H 3.73556 6.53539 1.64452 0.314 0.284 0.150 0.27
H -7.00992 2.64038 -8.36104 0.148 0.020 0.720 0.24
C 2.01780 0.79136 8.45222 -1.362 1.902 1.280 -0.46
H 4.58045 5.47664 -9.17415 0.349 0.438 0.251 0.27
H 3.58991 -1.66349 10.49141 -0.094 -0.356 -0.417 0.41
C 2.73981 -0.43042 8.18489 -0.133 -1.514 -2.326 -0.95
H -1.11792 1.26195 -5.40418 -0.125 0.263 0.505 0.36
C 3.19061 -10.00652 -0.91388 -0.163 -1.783 -1.066 -0.31
H -3.29324 5.98915 0.33816 0.283 0.194 -0.561 0.29
O -5.00285 5.36315 1.20775 -0.474 -1.077 1.044 -0.34
H 7.91321 1.41039 11.14744 -0.386 0.053 -0.123 0.23
N 3.04164 3.63009 -7.89045 0.295 0.996 -1.531 -0.20
H 5.57603 -1.34896 11.61399 -0.186 0.278 0.465 0.47
H 3.46714 4.87471 -10.26321 -0.717 0.142 -0.403 0.33
C -5.93765 2.83293 -8.32531 1.510 0.719 1.024 -0.65
H -3.89375 -8.36738 3.88864 0.054 -0.204 -0.252 0.19
C -4.27270 6.40512 0.57427 -0.032 -0.225 0.593 -0.45
H 2.95694 7.64484 -0.60953 0.137 0.103 -0.074 0.33
C 6.96877 -7.12889 -2.10603 0.009 -0.326 0.367 -0.69
H -3.90151 2.84272 -5.09941 -0.367 -0.059 0.029 0.27
H 5.75220 2.41160 1.07367 0.024 -0.244 0.117 0.31
H 2.02481 3.09688 9.72267 0.508 -0.022 0.364 0.32
H -4.00576 9.67167 -4.17257 -0.265 0.363 -0.310 0.29
C 3.09291 10.17484 0.28058 0.157 0.053 0.169 -0.72
C 2.70743 6.65578 1.30308 0.607 -0.895 0.018 -0.45
H 1.47803 4.13753 1.93010 0.179 0.110 0.219 0.34
H 7.29804 -8.05688 -1.63856 0.543 -0.110 -0.115 0.32
O 6.12210 0.45045 10.67394 -0.072 -0.423 -0.222 -0.29
H -3.29772 8.01330 -1.35245 0.082 -0.571 0.342 0.25
H 5.10210 -4.23701 6.51806 0.048 0.257 0.139 0.33
H -5.72692 3.59553 -9.07506 0.063 -0.103 -0.261 0.30
C -2.11344 0.84199 -5.54800 -0.711 -0.617 0.062 -0.85
C -4.07914 3.71022 -7.02479 -0.231 1.314 0.298 -0.83
C 3.52366 5.56884 -9.42471 0.990 0.651 -0.138 -0.45
H 6.47703 3.45353 -0.12063 -0.180 0.337 -0.032 0.24
H -3.96831 -1.28565 -5.82326 -0.221 0.538 -0.342 0.30
C 3.02480 -10.88049 -4.03962 0.434 -1.004 0.073 -0.59
H -6.00418 -3.71754 2.10415 0.143 -0.045 0.348 0.21
C -6.95078 -3.50743 2.60203 -0.320 0.272 -0.058 -0.65
H -0.57945 9.55765 -3.35439 0.181 0.182 -0.008 0.23
H -8.59605 -8.16070 6.21767 -0.162 -0.201 -0.139 0.39
H 1.11425 0.83852 7.84438 -0.428 -0.161 0.120 0.44
H -5.06330 -9.71058 4.07323 0.282 -0.142 -0.068 0.32
C 3.49181 -7.65007 -0.87371 -0.567 0.855 -1.193 -0.89
H -1.67719 -7.15878 -0.70799 0.060 0.248 0.085 0.32
C -4.56163 -8.88464 4.57746 1.934 -0.687 -0.718 -0.67
C -6.59506 -8.67100 5.60091 -1.455 1.440 -0.111 -0.73
H 6.02222 -1.51917 9.96966 0.278 0.055 -0.337 0.34
H 5.13053 -6.60883 -0.17442 0.422 0.022 0.412 0.39
H -4.10037 7.18836 1.31247 -0.024 0.423 -0.078 0.37
H -5.10533 6.22917 -1.44622 0.016 -0.521 -0.036 0.30
H 3.04005 -6.76873 -1.32898 0.071 0.282 -0.042 0.36
O 5.18306 -5.07460 6.06184 0.169 -0.091 -0.089 -0.64
H -0.22694 -3.23941 1.19068 -0.189 0.233 -0.743 0.24
H 3.09801 -7.66607 0.14254 0.172 -0.248 0.134 0.44
H 1.83633 3.44669 0.36838 0.165 0.131 -0.178 0.31
H 5.83090 1.84106 -6.78573 0.049 0.237 0.455 0.38
H 1.25657 3.34960 8.24777 -0.235 -0.164 -0.548 0.31
H -3.62667 3.67391 -8.01578 0.110 -0.289 -0.060 0.44
H -6.34173 -9.31250 6.44495 0.493 0.462 0.327 0.45
H -2.91314 1.50431 -3.62417 -0.024 0.185 -0.106 0.32
C 4.81423 1.91387 -7.17200 -0.953 1.498 0.213 -0.69
H 3.12473 5.26660 -0.06288 0.084 0.887 -0.866 0.44
H -8.94807 -3.58594 4.51956 0.627 0.668 -0.213 0.41
H -2.41101 -0.13146 -3.57953 0.637 -0.284 -0.215 0.48
C 4.99124 -7.45815 -0.84327 -0.039 0.403 0.576 -0.47
O 3.40943 -11.60896 -2.90257 -0.176 0.400 1.747 -0.35
H 6.34258 3.98392 1.58115 0.035 0.253 0.059 0.31
C -4.78680 8.82172 -2.43910 -0.497 -1.429 1.961 -0.62
H 2.81343 -12.01518 -0.99849 0.128 -0.505 -0.285 0.41
H 3.68059 10.02236 -0.62467 -0.208 0.393 -0.368 0.31
C 2.57095 7.84535 0.38992 -0.928 1.166 1.206 -0.46
C 2.69373 5.04020 -8.26873 0.290 -0.657 0.529 -0.61
H 3.68543 2.70487 1.81193 0.027 -0.129 0.371 0.52
H 5.40501 -8.36208 -0.39623 0.610 -0.060 -0.026 0.38
C -8.66995 -5.50174 5.23183 0.930 -0.494 0.348 -0.70
H -8.27988 -5.15260 6.18788 0.146 0.146 0.014 0.39
H 2.79044 5.63185 -7.35840 0.079 0.597 -0.165 0.27
H 0.66404 -6.85022 5.02753 -0.106 0.130 -0.238 0.31
C -7.68625 -7.62548 5.94586 0.561 -0.028 0.275 -0.81
H -5.72676 9.31336 -2.18837 -0.024 0.194 -0.075 0.30
H 3.29403 1.82294 -4.65357 0.512 0.639 -0.226 0.29
H 1.93607 -10.89657 -4.08965 -0.091 0.444 -0.355 0.29
H 7.36597 -6.28844 -1.53685 0.139 0.166 0.048 0.28
H 0.14530 -3.24399 2.83770 0.197 0.115 0.375 0.21
O 3.94724 0.98040 -6.52089 0.369 -0.005 0.362 -0.34
H 2.59204 -10.04172 -0.00362 0.197 0.163 0.220 0.37
H 5.08890 4.00117 -7.39077 -0.302 0.349 -0.215 0.32
O 3.20569 6.95703 -9.77392 1.138 -1.354 -0.231 -0.35
H 3.46208 -9.88283 -3.99997 -0.272 0.061 -0.584 0.25
O -5.44083 3.34868 -7.03605 -1.693 -1.340 -1.033 -0.35
H 3.12149 6.83334 -11.80772 -0.023 0.046 -0.333 0.32
C -8.47458 -4.49941 4.15969 -1.510 0.495 -1.037 -0.66
H -0.84432 -8.22992 -1.37946 0.304 -0.126 -0.127 0.33
H -7.46663 -7.05999 6.85145 0.497 0.121 -0.078 0.44
H -9.73063 -5.69916 5.38705 -0.146 0.091 -0.078 0.35
H -3.94693 10.85678 -2.87629 -0.107 0.012 0.487 0.40
O 2.78535 1.92787 8.17930 1.027 0.942 -0.347 -0.33
N -4.28128 8.14866 -1.16700 -0.179 1.665 -0.667 -0.34
H 4.92621 1.78444 -8.24848 -0.557 -1.092 -0.008 0.34
H 0.76649 -7.28000 6.47554 -0.049 -0.034 0.266 0.32
C -3.82793 9.79763 -3.10458 0.728 -0.793 -0.565 -0.40
H -6.04198 7.25186 -0.41234 0.074 0.201 0.295 0.28
H -1.58638 9.92445 -4.70640 -0.406 0.567 -0.105 0.31
H -7.05350 -9.37242 4.90381 0.312 0.080 -0.661 0.42
C 3.74763 7.33668 -11.07102 -1.509 -0.388 0.447 -0.74
H -6.59111 -7.57462 0.42869 -0.235 -0.034 -0.138 0.30
H -5.04779 8.01548 -3.12462 0.055 -0.023 -0.460 0.28
H 2.20503 3.06661 -7.83883 0.648 -0.299 0.568 0.22
H 3.45632 -11.51700 -4.81210 -0.175 0.673 -0.612 0.21
H 4.40422 0.36004 8.57796 0.882 0.155 -0.192 0.28
H 4.77378 7.07316 -11.32726 0.260 -0.057 0.757 0.30
C -4.43972 -1.08240 -4.86172 0.923 -0.878 1.006 -0.78
H 3.28592 0.15549 -4.78305 -0.014 -0.305 -0.366 0.27
H -3.95901 -1.80204 -4.19904 0.559 -0.184 0.309 0.32
H -1.89919 -0.17802 -5.86703 -0.089 0.083 -0.990 0.39
H 2.09544 6.76098 2.19890 -0.222 0.012 -0.118 0.31
H -5.44713 -1.49779 -4.83517 -0.418 1.140 -0.282 0.29
H 2.08113 10.53875 0.10170 -0.324 -0.361 -0.487 0.28
O -1.57684 -4.22817 2.30177 0.040 0.304 -0.286 -0.41
H 8.11698 -0.15648 10.36076 -0.069 -0.132 -0.203 0.30
C 5.84627 3.45373 0.76833 0.008 -0.474 -0.013 -0.77
H -3.65776 1.10857 -6.78761 -0.411 0.277 -0.087 0.26
H 1.63938 -11.12000 -1.88156 -0.226 0.101 -0.578 0.37
H 3.58594 8.41033 -11.16701 0.168 -0.089 0.086 0.25
H -5.08881 -7.75496 0.47828 0.315 -0.106 -0.186 0.30
H 2.07546 -1.26132 8.42224 0.097 -0.265 0.028 0.40
H 3.62059 -0.01123 10.84581 -0.365 0.726 -0.395 0.26
C 4.25107 3.37365 -7.08684 -0.429 -0.964 0.426 -0.40
H -5.07854 4.03180 2.84794 -0.205 0.339 -0.201 0.24
H 7.29025 -7.06815 -3.14577 0.020 -0.035 0.138 0.23
H 4.06308 4.36873 2.38631 -0.478 -0.035 0.406 0.35
H -7.71392 -3.63828 1.83483 -0.241 -0.167 0.157 0.31
C 4.08195 -0.74166 10.18120 -0.039 -0.485 0.682 -0.46
N 2.98365 -8.79137 -1.63109 0.532 0.506 0.309 -0.19
O -2.49257 9.36225 -2.88395 0.211 0.434 -0.222 -0.31
H -3.48663 4.21208 2.11661 0.177 -0.024 -0.072 0.27
O -1.74641 -8.00311 -1.15356 -0.348 -0.098 0.076 -0.65
O 4.57341 3.97467 0.47225 -0.675 -0.047 0.080 -0.34
H 2.92652 -0.43188 7.11099 -0.296 -0.378 -0.409 0.36
C 7.49732 0.40679 11.05849 -0.652 -0.353 0.251 -0.74
H 4.23305 -10.27078 -0.73612 0.376 0.425 0.620 0.21
H 4.82563 0.83568 -4.53431 0.417 0.561 -0.390 0.31
H 4.07031 3.54831 -6.02622 0.011 0.401 0.293 0.27
H -8.59235 -7.21491 4.29291 0.260 0.020 -1.096 0.19
O -5.82129 -7.37010 0.95951 0.009 0.231 0.498 -0.58
C -4.38800 4.75128 2.40795 -0.142 1.131 -1.879 -0.68
H 1.50139 8.05545 0.39104 -0.320 -0.202 -0.908 0.25
H 1.66822 5.14593 -8.62267 -0.248 -0.529 0.398 0.35
C 3.65706 3.76788 1.57252 -0.470 -0.354 -0.885 -0.55
N 2.31583 5.50925 0.49111 -0.741 -1.485 -0.313 -0.43
O 5.57350 -7.13808 -2.08913 -1.588 -0.281 -0.425 -0.31
C -3.27008 2.97770 -5.97757 -0.631 -1.318 -0.555 -0.32
C -5.01624 6.97779 -0.65898 0.914 0.172 -0.396 -0.50
H 7.54477 -0.07430 12.03543 0.298 -0.071 0.190 0.30
C 2.19374 4.16277 1.10837 1.775 1.093 0.798 -0.75
C -1.49267 10.08390 -3.63221 -0.021 -1.454 1.269 -0.76
H 3.59929 -8.89607 -2.42489 -0.132 0.495 -0.481 0.10
N -2.84104 1.65125 -6.54563 0.853 0.289 1.168 -0.31
O -5.48383 -7.97007 5.01187 -1.858 0.612 1.002 -0.24
N -7.91319 -6.67641 4.81143 -0.254 -1.735 1.463 -0.15
H 4.28161 -5.37903 5.95731 -0.242 -0.169 -0.043 0.31
H -4.10957 5.53500 3.11247 -0.113 -0.001 0.178 0.30
N 4.03077 -0.56582 8.73098 0.868 0.470 1.726 -0.30
O -4.24880 0.21758 -4.30872 -0.652 -0.375 -1.431 -0.33
H -9.01322 -4.77585 3.25331 -0.542 -0.229 0.058 0.43
C 2.71477 -11.21336 -1.73021 -0.279 -0.631 1.143 -0.79
C 2.24677 3.14880 8.65678 -1.092 -0.288 0.241 -0.78
H 2.83000 4.04045 8.42679 0.541 -0.573 -0.045 0.27
C -0.70737 -3.15101 2.16510 -0.837 -1.306 1.419 -0.44
H -6.98430 -2.47618 2.95346 0.096 -0.014 -0.012 0.31
C -2.88152 0.60179 -4.23455 -0.068 0.710 1.216 -0.59
H 1.77513 0.77888 9.51479 -0.522 0.317 0.331 0.34
O 3.13336 8.98669 1.02080 0.630 -0.329 0.525 -0.32
Cd -5.14038 -5.63611 4.10517 -0.631 -0.450 -0.103 0.94
H -5.35595 1.93177 -8.51928 -0.257 -0.142 -0.429 0.27
H 3.52596 10.98337 0.86950 0.395 -0.272 0.121 0.25
H -2.46105 3.59684 -5.58998 0.548 -0.249 -0.587 0.42
H -1.40291 11.10296 -3.25597 -0.218 0.230 -0.534 0.30
H -3.93491 -9.21533 5.40570 -0.070 -0.428 0.065 0.30
O -7.14541 -4.41204 3.70804 1.466 0.615 0.071 -0.26
O 1.25474 -7.27098 5.65228 0.179 -0.050 -0.040 -0.63
C 5.49271 -0.85043 10.64825 1.432 0.265 -0.130 -0.75
H -1.22984 -2.20857 2.32924 0.123 0.317 -0.491 0.22
H -4.14510 4.76158 -6.74481 0.562 0.307 0.046 0.36
C 3.89345 1.01362 -5.07046 -0.839 -0.817 -0.771 -0.73
```
Positions in Å, forces in eV/Å.

Charge: +1
Energy (hartree): -3687.5733
Orbital gap (eV): 2.439
E_LUMO (eV): -6.8
Relative energy (zero: lowest compared OMol25 entry of this formula, charge and spin) (kJ/mol): 1047.9